[1]
# C5H7NO

A 2-piece molecular cluster, C5H7NO overall (wB97M-V/def2-TZVPD, the OMol25 dataset).

Structure (XYZ):
```
14
Properties=species:S:1:pos:R:3:forces:R:3
C -2.018830 0.274722 0.196253 -0.3 0.0 0.0
C -0.805304 -0.748415 0.195332 0.0 0.1 0.0
C 0.137685 0.333652 0.025673 0.2 -0.1 -0.1
C 2.584286 -0.152666 0.507182 0.0 -0.2 0.0
O 2.365428 -1.289587 0.149525 0.1 0.4 0.1
C 0.355288 0.781911 -1.295925 0.4 0.4 -0.7
N 0.653980 1.279371 -2.308377 -0.3 -0.5 0.8
H -1.980022 0.970340 1.039576 0.0 -0.2 -0.1
H -2.892271 -0.363218 0.291762 -0.2 0.0 0.0
H -2.112816 0.849157 -0.731236 0.1 -0.2 0.2
H -0.779915 -1.230928 1.176172 0.1 0.2 -0.2
H -0.906007 -1.500015 -0.599881 -0.1 0.4 0.1
H 2.880668 0.635878 -0.210246 0.0 -0.1 0.1
H 2.517829 0.159798 1.564193 0.1 -0.1 -0.1
```
Positions in Å, forces in eV/Å.

The value obtained for the energy is -324.54040 Ha. The gap between HOMO and LUMO is 8.03 eV. Its LUMO energy is -1.35 eV. The molecular weight is 97.1 g/mol. For the HOMO energy, the calculation gives -9.385 eV. The calculation puts the strongest force on any atom at 0.96 eV/A. The value obtained for the energy relative to the best compared isomer or geometry (same formula, charge and spin) is 483.27 kJ/mol.

From a natural (NBO) analysis of the wavefunction, the atomic charges in e read: C -0.60; C -0.50; C 0.08; C 0.27; O -0.52; C 0.09; N -0.25; H 0.24; H 0.25; H 0.23; H 0.23; H 0.22; H 0.13; H 0.13

=====

[2]
# C2H13N2O2

A 3-piece molecular cluster, C2H13N2O2 overall (wB97M-V/def2-TZVPD, the OMol25 dataset).

Structure (XYZ):
```
19
Properties=species:S:1:pos:R:3:forces:R:3
C 1.774577 1.273322 -0.148462 0.0 -2.0 -0.2
N 2.068796 0.364168 -1.308419 0.0 0.7 0.3
C 0.710671 0.593770 0.710728 -2.1 0.0 -0.4
N -0.452598 0.077566 -0.208446 1.7 -0.1 -0.1
H 1.439113 2.261929 -0.439352 0.3 0.2 0.0
H 2.662663 1.208444 0.477650 0.0 1.1 0.1
H 2.199093 0.851875 -2.186045 -0.4 0.4 0.0
H 3.005890 0.040383 -1.141185 0.2 -0.7 0.0
H 0.219680 1.268334 1.406522 0.3 0.0 0.2
H 1.009778 -0.316495 1.214886 0.4 0.2 0.2
H -0.322771 -0.927976 -0.258372 -0.2 -0.1 -0.3
H -1.440655 0.214861 -0.039128 -0.3 0.4 0.5
H -0.245218 0.449523 -1.131704 -0.2 -0.2 -0.3
H -3.766226 0.173726 -1.046097 -0.5 0.2 0.1
H -3.228251 -0.847434 -2.032972 0.1 0.3 0.1
O -2.965013 -0.081066 -1.498893 0.3 -0.4 -0.2
H -1.324898 -1.872170 3.111412 0.0 -0.1 -0.2
H -0.326624 -2.681987 2.306390 0.8 -0.9 0.2
O -1.018002 -2.050775 2.211484 -0.8 1.1 -0.1
```
Positions in Å, forces in eV/Å.

The value obtained for the energy is -343.74808 Ha. The gap between HOMO and LUMO is 11.21 eV. Its LUMO energy is -2.85 eV. The molecular weight is 97.1 g/mol. Its net charge is +1. For the HOMO energy, the calculation gives -14.063 eV. The calculation puts the strongest force on any atom at 2.10 eV/A. The value obtained for the energy relative to the best compared isomer or geometry (same formula, charge and spin) is 74.51 kJ/mol.

From a natural (NBO) analysis of the wavefunction, the atomic charges in e read: C -0.26; N -0.87; C -0.20; N -0.68; H 0.22; H 0.23; H 0.38; H 0.38; H 0.23; H 0.23; H 0.44; H 0.46; H 0.44; H 0.49; H 0.50; O -0.98; H 0.49; H 0.48; O -0.96

=====

[3]
# H22N5O17S4

A 10-piece molecular cluster, H22N5O17S4 overall (wB97M-V/def2-TZVPD, the OMol25 dataset).

Structure (XYZ):
```
48
Properties=species:S:1:pos:R:3:forces:R:3
N 5.418587 1.388241 3.871465 -0.9 0.8 1.1
H 6.387207 1.122901 3.764415 0.3 -0.7 -0.3
H 5.303317 1.856861 4.758715 0.5 1.1 0.6
H 4.691777 0.705731 4.032805 -0.1 -1.5 -0.8
H 5.107077 2.037131 3.162945 -0.3 0.6 -1.0
N 2.399597 -0.461519 -4.798585 0.3 -0.1 0.4
H 2.209167 -1.068119 -5.583365 -0.3 0.4 -0.6
H 1.745097 0.288691 -4.628545 -1.4 0.4 -0.2
H 3.289007 0.011201 -4.873345 0.6 -0.2 0.0
H 2.375397 -1.087949 -4.006695 0.2 -0.2 1.0
N 0.492077 -0.052189 0.736645 1.1 -0.4 0.6
H 0.610287 -0.511029 1.628615 -0.1 -0.3 0.5
H -0.480163 0.198531 0.627135 -0.5 0.6 -0.5
H 0.886477 -0.674799 0.046055 -0.5 -0.6 -0.7
H 1.132997 0.728091 0.758545 -0.2 1.3 -0.1
N -6.036613 -0.815009 0.381205 -0.5 0.6 -1.2
H -5.506723 -1.233279 1.132445 0.1 0.0 0.7
H -6.640253 -0.037389 0.607085 -0.1 0.7 1.1
H -6.649083 -1.443619 -0.118625 -0.1 -1.0 -0.1
H -5.413473 -0.419819 -0.308455 1.1 0.3 -0.6
N -2.189853 -3.956549 -3.282665 0.4 0.9 0.0
H -2.004553 -2.985219 -3.077025 0.0 1.3 0.1
H -3.182643 -4.092229 -3.155945 -0.4 -0.4 0.2
H -1.587983 -4.442849 -2.633535 0.4 -0.9 0.5
H -1.908103 -4.099399 -4.241995 0.1 -0.3 -0.4
S -2.578483 1.730231 -3.537005 -3.2 1.2 -0.5
O -2.812533 2.912071 -2.735585 0.1 0.9 0.7
O -2.464353 0.576051 -2.635945 0.2 -2.8 1.4
O -3.724763 1.569971 -4.481065 -0.6 -0.9 -0.1
O -1.403753 1.823941 -4.352105 3.8 -0.1 -1.9
S 2.366117 -4.792669 -0.596795 1.0 -2.0 0.4
O 2.040087 -3.593149 -1.336315 -0.9 3.6 -1.5
O 1.296297 -5.764779 -0.883275 -1.4 -0.9 0.2
O 3.633257 -5.332759 -1.091255 1.3 -0.5 -0.6
O 2.516067 -4.521909 0.840395 -0.5 0.5 1.0
S 2.155347 5.098041 0.437995 -1.0 -0.7 1.3
O 2.670067 6.028551 1.408185 1.2 1.8 2.2
O 0.718967 5.012771 0.529875 -1.3 -0.7 0.4
O 2.532617 5.473961 -0.872285 1.5 1.3 -4.4
O 2.837647 3.796661 0.677575 0.7 -2.4 0.8
S -3.313873 3.090811 4.053225 2.7 2.3 -2.0
O -3.357683 4.517171 3.602835 -0.5 0.3 1.1
O -4.461983 2.710471 4.820055 -2.2 -0.9 1.1
O -3.211933 2.470741 2.710035 -0.8 -2.0 -0.9
O -2.070003 2.816951 4.769825 0.5 -0.4 1.0
O 2.135457 -1.812569 4.577035 0.2 0.3 0.0
H 1.669187 -2.233819 5.299105 -0.2 0.0 0.1
H 2.379607 -2.533149 3.996195 0.1 -0.3 -0.4
```
Positions in Å, forces in eV/Å.

The value obtained for the energy is -3158.15238 Ha. The gap between HOMO and LUMO is 1.76 eV. Its LUMO energy is 3.31 eV. The molecular weight is 492.5 g/mol. Its net charge is -3. For the HOMO energy, the calculation gives 1.549 eV. The calculation puts the strongest force on any atom at 4.84 eV/A. The value obtained for the energy relative to the best compared isomer or geometry (same formula, charge and spin) is 1813.10 kJ/mol.

From a natural (NBO) analysis of the wavefunction, the atomic charges in e read: N -1.03; H 0.40; H 0.41; H 0.45; H 0.46; N -0.86; H 0.44; H 0.49; H 0.44; H 0.47; N -0.85; H 0.44; H 0.48; H 0.45; H 0.47; N -1.05; H 0.42; H 0.44; H 0.37; H 0.47; N -0.93; H 0.47; H 0.41; H 0.48; H 0.43; S 2.60; O -1.06; O -1.18; O -1.16; O -1.15; S 2.60; O -1.18; O -1.15; O -1.13; O -1.13; S 2.61; O -1.08; O -1.02; O -1.08; O -1.11; S 2.56; O -0.96; O -1.08; O -0.98; O -1.07; O -0.96; H 0.47; H 0.49

=====

[4]
# C4H10NO

An isolated ion of composition C4H10NO and charge -1 (wB97M-V/def2-TZVPD, the OMol25 dataset).

Structure (XYZ):
```
16
Properties=species:S:1:pos:R:3:forces:R:3
N -0.796464 -0.749560 -2.290921 0.2 0.4 -0.1
C 0.385702 0.023180 -1.845197 -0.5 0.1 -0.5
C 0.983386 -0.413080 -0.508208 -0.1 0.3 0.5
C 0.621146 0.475157 0.693285 0.0 0.4 0.5
C -0.449653 -0.028464 1.715899 -0.3 0.2 -0.4
O -0.842796 0.928412 2.560805 0.1 -0.2 0.0
H -1.583390 -0.505695 -1.699214 0.1 -0.2 0.1
H -0.599820 -1.735696 -2.154907 -0.2 0.1 0.1
H 1.090882 0.014785 -2.684917 0.2 -0.3 0.2
H 0.081727 1.073155 -1.787570 -0.1 -0.1 0.1
H 2.062181 -0.447639 -0.568276 0.5 -0.1 -0.3
H 0.653955 -1.433636 -0.286379 0.0 -0.1 -0.1
H 0.244398 1.456091 0.393485 -0.1 0.0 -0.3
H 1.506195 0.732386 1.285254 0.1 -0.2 0.0
H -0.020171 -0.942270 2.216040 0.0 -0.1 -0.1
H -1.285008 -0.447852 1.050497 0.1 0.0 0.2
```
Positions in Å, forces in eV/Å.

The value obtained for the energy is -288.37103 Ha. The gap between HOMO and LUMO is 6.33 eV. Its LUMO energy is 4.10 eV. The molecular weight is 88.1 g/mol. The structure (SMILES) is NCCCC[O-]. Its net charge is -1. For the HOMO energy, the calculation gives -2.231 eV. The calculation puts the strongest force on any atom at 0.69 eV/A. The value obtained for the energy relative to the best compared isomer or geometry (same formula, charge and spin) is 54.13 kJ/mol.

From a natural (NBO) analysis of the wavefunction, the atomic charges in e read: N -0.85; C -0.21; C -0.44; C -0.44; C 0.02; O -0.95; H 0.36; H 0.34; H 0.16; H 0.19; H 0.19; H 0.19; H 0.19; H 0.18; H 0.06; H 0.03

=====

[5]
# C4H3GdO6

C4H3GdO6 as an isolated structure (wB97M-V/def2-TZVPD, the OMol25 dataset).

Structure (XYZ):
```
14
Properties=species:S:1:pos:R:3:forces:R:3
C 2.621409 0.939019 1.670121 -0.9 2.5 2.0
C 2.853352 -0.127554 0.909398 -0.6 -3.8 -4.0
O 1.859714 -0.656283 0.119413 2.3 3.6 3.2
C 1.744696 -2.063784 -0.131094 1.0 -4.7 -0.8
O 2.524384 -2.836691 0.359369 -0.8 1.7 -0.2
O 0.760607 -2.200569 -0.916562 0.8 -0.7 0.7
H 1.604754 1.299246 1.835261 0.3 0.2 -0.1
H 3.818609 -0.617102 0.780539 -0.2 -0.2 0.4
H 3.448981 1.374325 2.227178 -0.2 0.1 -0.2
O 0.816759 3.370491 -0.578316 -0.4 -0.5 -0.4
O -0.440037 4.070741 -2.099884 -0.2 0.2 -0.2
O -0.621450 1.931829 -1.517651 -0.2 -1.7 -0.1
C -0.101656 3.079072 -1.395934 1.2 0.9 1.0
Gd -0.079101 -0.266560 -1.330404 -2.3 2.4 -1.4
```
Positions in Å, forces in eV/Å.

The value obtained for the energy is -1370.95501 Ha. The gap between HOMO and LUMO (spin up / spin down) is 7.10 / 3.92 eV. The spin multiplicity is 9. Its LUMO energy (spin up / spin down) is -5.44 / -9.97 eV. The molecular weight is 304.3 g/mol. Its net charge is +1. For the HOMO energy (spin up / spin down), the calculation gives -12.535 / -13.884 eV. The calculation puts the strongest force on any atom at 5.58 eV/A. The value obtained for the energy relative to the best compared isomer or geometry (same formula, charge and spin) is 40.33 kJ/mol.

From a Löwdin analysis of the wavefunction, the atomic charges in e read: C 0.31; C 0.03; O -0.10; C -0.69; O 0.19; O -0.19; H 0.13; H 0.18; H 0.14; O 0.08; O 0.24; O -0.27; C -0.90; Gd 1.85

=====

[6]
# C3H8N2O2S

One molecule with the formula C3H8N2O2S (wB97M-V/def2-TZVPD, the OMol25 dataset).

Structure (XYZ):
```
16
Properties=species:S:1:pos:R:3:forces:R:3
C 0.284861 0.590743 0.744418 -0.5 -1.6 0.7
C 1.816395 0.838497 -1.173615 -2.1 -0.2 0.6
C -2.010595 -0.064622 0.444821 -0.1 1.1 2.2
N 0.781990 1.235151 -0.480932 0.8 -0.1 -2.6
N -0.630081 -0.446753 0.564202 -0.4 0.4 -0.8
O 0.500199 -2.774528 1.024387 0.1 -1.0 1.1
O 1.064995 -1.703454 -1.050435 -1.1 -0.4 0.2
S -0.049878 -2.244648 -0.185541 1.5 2.8 -1.0
H 1.142809 0.175781 1.142441 2.1 -0.8 1.2
H -0.039925 1.365569 1.383413 -0.7 0.9 0.8
H 1.726732 0.969510 -2.230936 0.4 0.4 -0.5
H 2.667658 0.280165 -0.798227 -0.4 0.1 0.5
H -2.210739 0.918980 -0.036973 -0.1 -1.0 -0.7
H -2.553976 -0.939875 0.215108 -0.9 -0.6 -1.6
H -2.512972 0.105572 1.436039 0.8 0.2 0.0
H 0.022528 1.693912 -0.998168 0.6 -0.3 -0.1
```
Positions in Å, forces in eV/Å.

The value obtained for the energy is -777.16306 Ha. The gap between HOMO and LUMO (spin up / spin down) is 7.15 / 7.15 eV. Its LUMO energy (spin up / spin down) is -0.96 / -0.96 eV. The molecular weight is 136.2 g/mol. For the HOMO energy (spin up / spin down), the calculation gives -8.106 / -8.107 eV. The calculation puts the strongest force on any atom at 3.36 eV/A. The value obtained for the energy relative to the best compared isomer or geometry (same formula, charge and spin) is 305.05 kJ/mol.

From a natural (NBO) analysis of the wavefunction, the atomic charges in e read: C -0.07; C 0.13; C -0.44; N -0.43; N -0.66; O -0.95; O -1.05; S 1.68; H 0.20; H 0.18; H 0.20; H 0.24; H 0.16; H 0.22; H 0.17; H 0.41

=====

- Among the records above, which one has the lowest energy?
  H22N5O17S4